The following is a quantum chemistry calculation of a structure of composition C40H50CaF12N6O23S4, from the Open Molecules 2025 dataset.

```
! RIJCOSX wB97M-V def2-TZVPD def2/J DEFGRID3
* xyz 0 1
Ca 0.17 -2.16 -2.15
C 0.28 2.29 -1.93
F 1.10 3.34 -1.89
F -0.75 2.56 -1.14
F -0.12 2.11 -3.16
S 1.24 0.78 -1.35
O 1.77 0.16 -2.54
O 2.23 1.27 -0.43
N 0.11 -0.36 -0.82
S -0.27 -0.01 0.73
O 0.25 -1.01 1.62
O 0.03 1.33 1.13
C -2.10 -0.26 0.73
F -2.58 0.26 1.85
F -2.68 0.28 -0.34
F -2.40 -1.56 0.77
C 2.09 -5.86 -2.41
F 2.00 -7.17 -2.60
F 1.96 -5.55 -1.12
F 3.27 -5.43 -2.83
S 0.70 -4.99 -3.31
O 0.17 -5.83 -4.33
O -0.32 -4.55 -2.37
N 1.34 -3.49 -3.63
S 1.92 -3.63 -5.15
O 2.45 -4.91 -5.50
O 1.03 -2.97 -6.06
C 3.45 -2.59 -5.06
F 4.38 -3.31 -4.42
F 3.92 -2.36 -6.27
F 3.27 -1.47 -4.38
C -5.30 2.90 1.43
C -5.90 3.42 0.15
C -6.91 2.43 -0.48
O -7.93 3.33 -0.96
C -7.79 4.54 -0.38
O -8.56 5.43 -0.51
O -6.68 4.58 0.40
H -4.59 3.62 1.84
H -4.82 1.92 1.30
H -6.04 2.79 2.22
H -5.13 3.54 -0.62
H -7.43 1.74 0.19
H -6.43 1.84 -1.26
C 1.14 4.62 2.37
C 0.20 5.00 1.25
C -1.07 5.76 1.59
O -1.25 6.61 0.46
C -0.01 6.85 -0.07
O 0.20 7.67 -0.90
O 0.89 6.05 0.51
H 2.16 4.60 1.99
H 0.97 3.65 2.82
H 1.17 5.44 3.10
H 0.07 4.17 0.55
H -0.94 6.37 2.49
H -1.93 5.12 1.75
C -1.53 -6.12 3.25
C -0.69 -4.87 2.99
C 0.77 -5.18 2.64
O 0.93 -4.55 1.35
C -0.22 -4.03 0.94
O -0.36 -3.37 -0.04
O -1.22 -4.28 1.80
H -1.46 -6.78 2.38
H -2.55 -5.87 3.52
H -1.13 -6.67 4.11
H -0.74 -4.23 3.86
H 1.13 -6.21 2.55
H 1.46 -4.75 3.36
C 2.18 -0.22 -7.64
C 0.99 0.43 -6.99
C -0.39 -0.05 -7.45
O -1.06 -0.44 -6.24
C -0.21 -0.41 -5.22
O -0.50 -0.69 -4.10
O 0.98 0.07 -5.59
H 3.09 0.11 -7.15
H 2.23 0.12 -8.68
H 2.13 -1.31 -7.68
H 1.08 1.52 -7.07
H -0.31 -0.92 -8.11
H -1.03 0.68 -7.94
C 6.20 -0.44 0.05
C 5.31 -1.61 0.41
C 4.26 -1.48 1.51
O 3.02 -1.70 0.83
C 3.24 -1.99 -0.45
O 2.37 -2.20 -1.25
O 4.53 -1.91 -0.77
H 6.75 0.07 0.84
H 5.53 0.30 -0.41
H 6.91 -0.76 -0.71
H 5.94 -2.50 0.49
H 4.21 -0.46 1.90
H 4.39 -2.21 2.30
N -5.91 -2.65 1.36
C -7.18 -2.92 1.82
C -7.76 -1.74 2.18
C -6.79 -0.72 1.98
C -5.70 -1.30 1.40
H -5.29 -3.26 0.85
H -7.55 -3.93 1.80
H -8.76 -1.61 2.57
H -6.89 0.34 2.15
H -4.85 -0.83 0.94
N 2.50 -2.78 6.04
C 1.19 -3.07 5.77
C 0.82 -2.39 4.65
C 1.99 -1.73 4.16
C 3.00 -1.96 5.07
H 3.07 -3.23 6.73
H 0.60 -3.61 6.50
H -0.15 -2.32 4.18
H 1.95 -1.07 3.31
H 4.03 -1.69 4.97
N -0.93 2.08 3.77
C -1.92 2.96 4.10
C -2.59 2.47 5.19
C -2.08 1.16 5.40
C -1.07 0.94 4.52
H -0.26 2.25 3.05
H -2.10 3.86 3.54
H -3.33 2.99 5.77
H -2.40 0.43 6.13
H -0.42 0.10 4.39
N 4.52 4.08 -1.34
C 5.73 4.19 -0.71
C 6.30 5.36 -1.12
C 5.46 5.91 -2.13
C 4.32 5.15 -2.17
H 3.84 3.36 -1.15
H 5.94 3.56 0.14
H 7.24 5.76 -0.78
H 5.75 6.73 -2.77
H 3.41 5.15 -2.74
*
```

The largest force on an atom comes out at 4.40 eV/Å. The frontier orbital gap comes out at 8.15 eV. For the energy above the lowest of the compared OMol25 structures with the same formula, charge and spin, the calculation gives 0.0 kJ/mol. The calculation puts the HOMO energy at -0.30060 Eh. The value obtained for the total energy is -7082.1729 Eh.

Here are the Mulliken charges for atoms 1 to 5, given in e: number 1, Ca, carries 2.36; number 2, C, carries 0.17; number 3, F, carries -0.19; number 4, F, carries -0.04; number 5, F, carries -0.14